# 1
Formula: C37H58N8O3
Source: OMol25
Level of theory: ωB97M-V with the def2-TZVPD basis set

The LUMO energy comes out at 0.525 eV. The calculation puts the max |F| at 2.9 eV/Å. The SMILES is COC[C@H](C)N.COC[C@H](C)N.COC[C@H](C)N.c1ccncc1.c1ccncc1.c1ccncc1.c1ccncc1.c1ccncc1. The gap between HOMO and LUMO comes out at 0.34332 Ha.

Geometry as XYZ:
```
106
Properties=species:S:1:pos:R:3:forces:R:3
N 9.28945 10.92257 11.92817 -0.42 0.44 0.47
C 8.11495 10.32554 12.05732 -0.83 -1.86 -0.91
C 7.41284 10.13811 13.22934 1.90 1.43 1.31
C 7.99597 10.68084 14.39474 -1.46 -0.34 -0.30
C 9.18293 11.35975 14.30980 0.00 1.06 0.26
C 9.74331 11.48000 13.04911 0.22 -0.51 -0.19
H 7.70272 9.78767 11.19155 0.32 0.61 -0.05
H 6.48429 9.64744 13.26288 -0.95 -0.57 -0.07
H 7.43940 10.66426 15.32509 0.15 -0.23 0.06
H 9.56172 11.95088 15.16880 -0.07 -0.72 -0.67
H 10.64416 12.00332 12.90537 1.12 0.75 0.05
N 14.99654 8.69512 11.72043 0.71 -2.44 -0.15
C 14.90335 9.86972 11.13498 1.09 0.33 1.08
C 15.87184 10.37164 10.29806 -0.11 1.05 0.27
C 16.92254 9.59160 9.93535 0.89 -0.15 -1.05
C 17.00200 8.31250 10.42522 -1.17 -0.73 1.11
C 16.03250 7.88075 11.35154 -0.25 0.81 -0.95
H 14.22211 10.55575 11.58832 -0.93 0.26 -0.08
H 15.90613 11.43473 10.12639 -0.24 0.01 -0.65
H 17.66040 9.97053 9.23175 0.04 -0.03 0.25
H 17.76978 7.62736 10.15569 0.59 -0.28 -0.24
H 16.12477 6.82911 11.69615 -0.49 1.00 0.27
N 19.91577 18.88121 15.93759 -0.74 -0.74 0.83
C 19.42252 17.78545 15.37796 -0.51 -0.21 -0.03
C 18.73127 16.75181 16.04897 0.37 0.49 -2.47
C 18.55502 16.89438 17.37186 -0.13 -0.09 2.24
C 19.02445 18.03368 18.05102 0.14 0.55 -0.87
C 19.66928 18.98745 17.26595 0.61 -0.25 -0.34
H 19.51314 17.73646 14.31203 0.22 -0.15 -0.52
H 18.29396 15.93448 15.44244 0.41 0.49 0.61
H 18.09061 16.08054 17.90506 -0.27 0.02 0.33
H 18.87652 18.24920 19.11281 0.03 -0.41 -0.40
H 20.12777 19.87361 17.66440 -0.18 0.29 0.59
N 15.09884 12.17054 15.70916 -1.00 1.36 0.27
C 15.39555 10.98862 15.20595 -0.03 0.58 0.50
C 14.50724 10.19737 14.54140 -1.26 -0.45 0.30
C 13.16513 10.62426 14.47043 1.31 -0.34 -0.86
C 12.84044 11.85174 14.99179 -1.39 0.43 0.08
C 13.82703 12.60338 15.58320 1.19 -0.19 0.22
H 16.39821 10.69215 15.38410 0.87 -0.45 -0.10
H 14.88142 9.24420 14.21912 -0.40 -0.25 -0.52
H 12.45122 10.11356 13.85431 -0.31 -0.57 0.10
H 11.79976 12.25207 14.90667 1.10 -0.40 0.17
H 13.62308 13.60298 15.92503 -0.01 0.28 0.24
N 10.94688 15.58792 9.12178 0.34 -0.59 0.57
C 10.32952 14.75780 9.94271 -1.53 -0.01 -0.17
C 9.40905 15.17801 10.93478 0.41 -0.97 -0.91
C 9.09403 16.50102 11.08191 1.45 1.69 -0.97
C 9.80482 17.42013 10.25388 0.40 -1.85 0.64
C 10.73848 16.86225 9.36967 0.37 2.79 -0.23
H 10.43508 13.70455 9.70020 0.13 -0.06 0.39
H 8.91529 14.40405 11.48065 -0.21 -0.30 0.52
H 8.47480 16.90564 11.85868 -0.54 -0.21 0.17
H 9.78626 18.48834 10.40778 -0.24 0.02 -0.13
H 11.42432 17.57209 8.85623 -0.67 -0.55 0.05
C 12.70708 17.57634 13.73221 -0.68 -0.32 -0.26
C 12.03841 16.41893 14.50786 0.39 0.10 -0.61
C 12.44502 16.43540 15.95907 0.33 -1.09 0.95
O 13.88662 16.38167 16.03619 -1.40 0.59 -0.97
C 14.39359 16.29755 17.32002 1.86 -2.24 -0.20
N 10.59185 16.37751 14.39244 -0.52 -0.33 0.06
H 12.36018 17.44153 12.70525 0.34 0.23 -0.19
H 13.79901 17.63759 13.76937 -0.24 -0.32 0.07
H 12.30497 18.53234 14.07302 -0.02 0.06 0.15
H 12.29980 15.46400 14.03018 0.65 0.20 0.34
H 11.99664 15.53911 16.50391 0.48 0.97 -0.53
H 12.05588 17.35113 16.43941 0.18 -0.16 -0.01
H 15.49784 16.13156 17.20673 -0.81 0.56 0.10
H 14.07275 15.34802 17.76690 -0.34 0.14 0.40
H 14.21265 17.10940 17.98140 -0.40 0.97 0.41
H 10.08649 17.22119 14.60773 0.19 0.38 0.09
H 10.30740 16.06636 13.47093 0.09 0.11 0.10
C 17.67567 13.54640 12.53979 -0.03 2.37 0.64
C 16.32088 14.28354 12.63076 0.69 -0.04 0.16
C 15.15694 13.39750 12.34307 -1.62 0.77 0.01
O 14.03194 14.34507 12.08851 0.64 -1.68 0.85
C 12.83880 13.58437 12.09209 -0.74 0.57 -1.46
N 16.19744 15.12069 13.85061 -0.59 -0.85 -0.10
H 17.79322 13.21588 11.51730 0.33 -0.29 -0.15
H 17.84110 12.76134 13.25841 -0.15 -0.42 0.23
H 18.38653 14.39301 12.77531 -0.24 -1.18 -0.43
H 16.33988 14.94684 11.78061 0.03 0.64 -0.26
H 14.89536 12.70883 13.16987 0.09 0.38 -0.28
H 15.27614 12.79943 11.42646 0.12 0.20 0.23
H 12.94510 12.78908 11.32825 0.02 -0.49 0.78
H 12.05408 14.17848 11.56966 0.36 0.06 1.00
H 12.52055 13.23542 13.10523 0.35 0.24 -1.02
H 16.07317 14.45757 14.62198 0.18 0.22 0.06
H 15.29572 15.62577 13.84258 0.63 -0.28 -0.22
C 16.28946 14.12251 8.65447 0.38 -0.40 0.17
C 14.88072 14.18964 8.20310 -0.86 1.75 0.17
C 14.16593 12.87624 8.35279 -0.86 -0.25 -0.49
O 14.73563 12.03701 7.37505 -0.35 -1.12 -0.48
C 13.87996 10.93488 7.03426 -0.21 1.08 1.78
N 14.26473 15.28686 8.97446 1.13 -0.53 0.32
H 16.75213 13.28252 8.18665 0.71 -0.57 -0.30
H 16.28058 13.96860 9.71884 0.15 -0.24 0.71
H 16.85292 15.02232 8.48972 0.13 0.43 -0.34
H 14.85544 14.45307 7.13796 -0.14 -0.08 0.12
H 13.08026 13.01842 8.09449 0.67 -0.02 0.51
H 14.25862 12.42318 9.37941 -0.18 0.43 -0.70
H 13.39112 10.60353 7.96611 0.39 -0.53 -0.23
H 14.45798 10.18795 6.55752 0.61 -0.82 -0.25
H 13.05146 11.19760 6.40200 -0.30 0.62 -0.65
H 13.27834 15.32116 8.85510 -0.98 0.00 -0.09
H 14.46804 15.09247 9.96179 -0.42 0.32 -0.30
```
Forces are in eV/Å.

***

# 2
Formula: C37H59BN7O2P2S3Ti
Source: OMol25
Level of theory: ωB97M-V with the def2-TZVPD basis set

The LUMO energy comes out at -2.735 eV. The calculation puts the max |F| at 0.8 eV/Å. The energy relative to the best compared isomer or geometry (same formula, charge and spin) is 9.0 kJ/mol. The gap between HOMO and LUMO comes out at 0.25789 Ha. The total charge is +1.

Geometry as XYZ:
```
112
Properties=species:S:1:pos:R:3:forces:R:3
Ti 2.54791 -0.31535 0.84623 -0.70 0.28 -0.09
C 0.26801 3.89612 3.58853 0.02 -0.05 -0.05
C -0.46814 2.97269 2.66770 0.20 0.11 0.10
C -1.80472 3.04310 2.47777 -0.19 0.07 0.07
C -2.46515 2.12070 1.62060 -0.06 0.06 0.04
N -1.79612 1.20699 0.98848 0.17 -0.05 0.08
N -0.45413 1.14182 1.15368 -0.22 -0.21 -0.17
B 0.20627 -0.11472 0.51174 0.67 0.00 0.25
N -0.10056 -0.28349 -1.02198 -0.09 0.27 0.51
N -0.92434 0.53628 -1.65859 -0.19 0.03 -0.08
C -1.24903 0.26011 -2.89433 -0.09 0.03 -0.13
C -0.80692 -0.93558 -3.50500 -0.18 0.11 -0.18
C 0.05069 -1.76342 -2.85314 0.23 -0.28 0.07
C 0.57640 -3.03107 -3.45464 -0.01 0.04 0.02
C 0.47176 -1.35193 -1.56156 0.20 -0.34 -0.23
S 1.71802 -2.14478 -0.66671 -0.17 0.17 -0.16
C -2.05750 1.29732 -3.66279 -0.01 -0.04 0.01
C -2.80918 2.22957 -2.71144 0.00 -0.06 0.01
C -3.06477 0.61040 -4.59560 -0.04 0.00 -0.02
C -1.05944 2.11917 -4.49512 0.02 0.03 -0.02
N -0.53452 -1.35729 1.17280 -0.31 0.07 -0.40
N -1.67144 -1.73912 0.56056 0.16 -0.07 0.01
C -2.34427 -2.74088 1.04657 -0.03 0.06 -0.02
C -1.90322 -3.40040 2.22251 -0.25 -0.15 -0.02
C -0.76888 -3.01346 2.84862 0.23 -0.02 0.26
C -0.25322 -3.68689 4.08116 -0.01 0.04 -0.02
C -0.03473 -1.93438 2.26281 0.00 0.07 0.16
S 1.43836 -1.37394 2.90406 -0.11 -0.15 -0.06
C -3.61608 -3.17680 0.32967 0.04 0.01 0.03
C -3.83440 -2.36461 -0.94766 0.06 0.06 -0.03
C -4.80834 -2.96886 1.27716 0.01 -0.01 0.04
C -3.49971 -4.66529 -0.03264 0.01 0.00 -0.04
C 0.24220 1.94794 1.96019 0.08 0.10 0.05
S 1.92408 1.76949 2.15474 -0.16 0.01 0.01
C -3.97315 2.18489 1.41504 0.02 0.03 -0.01
C -4.27980 3.40625 0.53285 0.01 0.01 -0.02
C -4.47934 0.91189 0.73506 0.00 0.05 0.04
C -4.67860 2.34566 2.77053 -0.02 -0.03 0.01
H -0.42288 4.58195 4.07499 0.00 0.00 0.00
H 1.01855 4.47128 3.04174 -0.03 -0.02 0.01
H 0.80939 3.32849 4.34818 -0.03 0.01 -0.03
H -2.38103 3.78907 3.01220 0.01 -0.01 -0.07
H -1.14372 -1.19081 -4.50366 0.02 0.04 0.06
H -0.00617 -3.30889 -4.33196 0.02 0.01 0.01
H 0.55121 -3.84728 -2.73095 -0.02 0.04 -0.02
H 1.62030 -2.90841 -3.75487 -0.02 0.00 0.03
H -3.62784 1.70356 -2.21354 0.07 0.00 0.00
H -3.23437 3.05824 -3.28116 -0.01 -0.03 0.01
H -2.15149 2.63533 -1.94202 -0.03 0.00 -0.05
H -3.63258 -0.16391 -4.07011 0.03 0.08 -0.03
H -2.58596 0.15882 -5.46886 -0.02 0.02 0.09
H -3.77501 1.35285 -4.96597 0.05 -0.05 -0.01
H -0.38312 2.68226 -3.84447 -0.04 -0.04 -0.05
H -1.59670 2.83068 -5.12757 0.03 -0.04 0.04
H -0.45763 1.47661 -5.14441 -0.03 0.03 0.03
H -2.47523 -4.23094 2.62099 0.02 0.05 -0.04
H -0.89109 -4.52437 4.36066 0.02 0.03 -0.01
H -0.20481 -2.98214 4.91425 0.00 -0.01 -0.04
H 0.76430 -4.04351 3.91535 -0.01 -0.01 0.00
H -3.88080 -1.29195 -0.74029 0.00 -0.23 -0.04
H -4.77419 -2.67660 -1.41018 0.05 0.02 0.01
H -3.02269 -2.53181 -1.66296 -0.06 0.02 0.06
H -4.89663 -1.91864 1.56607 -0.02 -0.14 -0.02
H -4.71039 -3.56626 2.18805 -0.01 0.04 -0.06
H -5.73593 -3.26569 0.78136 0.06 0.01 0.03
H -2.65064 -4.83847 -0.70027 -0.05 0.01 0.05
H -4.40749 -4.98977 -0.54624 0.04 0.01 0.02
H -3.37604 -5.30021 0.84788 -0.01 0.05 -0.04
H -3.82846 3.29752 -0.45638 -0.05 0.02 0.10
H -3.90189 4.32890 0.98296 -0.02 -0.05 -0.03
H -5.36064 3.51203 0.40797 0.06 0.00 0.01
H -3.86481 0.65101 -0.12594 -0.04 0.08 0.03
H -5.51199 1.05852 0.40947 0.02 -0.02 0.04
H -4.45609 0.06711 1.42912 0.07 0.11 -0.07
H -4.52105 3.33255 3.21140 0.02 -0.05 -0.03
H -4.34323 1.58915 3.48586 -0.03 0.03 -0.05
H -5.75485 2.22263 2.63142 0.04 0.02 0.01
C 6.24667 -0.20771 -0.39531 -0.09 0.01 0.00
P 4.53784 -0.53781 -0.97383 0.26 -0.04 -0.13
C 4.80111 -2.16680 -1.74989 0.01 0.02 0.04
C 4.37331 0.58102 -2.43894 -0.16 0.03 0.06
C 2.96954 1.20082 -2.49003 0.05 -0.06 0.07
P 2.49089 1.68810 -0.78248 0.03 0.06 -0.07
C 3.86099 2.81763 -0.32317 -0.07 -0.04 -0.08
C 1.14802 2.89157 -1.05733 0.02 -0.02 0.05
H 6.57851 -1.03759 0.23140 -0.02 0.02 -0.01
H 6.30395 0.71061 0.18648 0.00 0.02 -0.02
H 6.91701 -0.13638 -1.25200 0.04 -0.02 0.00
H 4.89606 -2.92377 -0.97166 0.00 0.00 0.00
H 5.71252 -2.13464 -2.34919 0.00 -0.03 0.00
H 3.95418 -2.42970 -2.37716 -0.02 0.00 -0.03
H 4.60013 0.02172 -3.34499 0.03 0.00 -0.08
H 5.12143 1.36771 -2.34458 0.03 0.04 -0.01
H 2.23462 0.47958 -2.85698 -0.02 -0.04 -0.01
H 2.93666 2.07011 -3.14749 0.03 0.03 -0.07
H 4.15798 3.41970 -1.18384 0.00 0.01 0.00
H 4.72258 2.28100 0.06777 0.01 -0.04 -0.01
H 3.50889 3.46808 0.47372 -0.01 0.02 0.03
H 1.48147 3.61154 -1.80620 -0.01 0.03 0.00
H 0.95422 3.41977 -0.12401 0.00 0.02 -0.03
H 0.23025 2.40756 -1.38872 0.07 0.05 0.02
O 5.15944 1.94394 3.09881 0.01 0.06 -0.01
C 5.11828 0.75202 2.96238 -0.15 -0.11 -0.15
C 5.98110 -0.27690 3.69177 -0.01 -0.07 -0.03
C 5.55727 -1.63253 3.11427 0.02 0.08 0.01
C 4.51584 -1.23231 2.10821 0.02 0.01 0.00
O 3.84789 -1.97623 1.34762 0.42 -0.18 0.25
N 4.27986 0.08193 2.05658 0.07 -0.15 0.24
H 5.80179 -0.18481 4.76147 -0.01 -0.01 0.01
H 7.02900 -0.03925 3.51747 0.02 0.01 0.00
H 5.11008 -2.30645 3.84480 -0.01 0.00 0.00
H 6.36037 -2.17850 2.61906 0.02 -0.01 0.01
```
Forces are in eV/Å.